# 1
{"formula": "C36H34IrN8O5", "method": "ωB97M-V/def2-TZVPD", "elements": ["Ir", "C", "O", "C", "C", "C", "C", "C", "C", "N", "N", "C", "C", "C", "C", "O", "C", "N", "C", "C", "C", "C", "H", "H", "H", "H", "H", "H", "H", "H", "H", "H", "H", "H", "O", "C", "C", "C", "C", "C", "C", "C", "O", "O", "H", "H", "H", "H", "H", "C", "C", "N", "C", "N", "C", "C", "C", "N", "C", "H", "H", "H", "H", "H", "H", "H", "H", "H", "H", "H", "H", "H", "N", "C", "C", "C", "C", "N", "C", "C", "H", "H", "H", "H"], "xyz": [[0.5611, 0.1957, -0.8841], [-1.5741, -4.9278, 2.2940], [-2.9423, -4.5384, 2.2632], [-3.4596, -4.1597, 1.0742], [-4.8281, -3.8890, 1.0506], [-5.4293, -3.4835, -0.1245], [-4.6772, -3.2987, -1.2827], [-3.3213, -3.6150, -1.2623], [-2.7097, -4.0419, -0.0975], [-5.4192, -2.8328, -2.4246], [-4.8678, -2.2857, -3.3985], [-3.6321, -1.6023, -3.2733], [-2.7539, -1.6966, -4.3270], [-1.4104, -1.2957, -4.2230], [-0.9459, -0.7595, -3.0426], [0.3152, -0.4278, -2.8010], [-1.9035, -0.4734, -2.0279], [-1.4252, 0.2003, -0.9302], [-2.2493, 0.5366, 0.0416], [-3.6182, 0.2617, -0.0246], [-4.1172, -0.4194, -1.1005], [-3.2493, -0.8476, -2.1286], [-1.3791, -5.2413, 3.3149], [-0.9147, -4.0974, 2.0292], [-1.3926, -5.7647, 1.6166], [-5.3984, -4.0152, 1.9610], [-6.4931, -3.2846, -0.1618], [-2.7228, -3.5514, -2.1614], [-1.6536, -4.2697, -0.1098], [-3.1088, -2.1814, -5.2278], [-0.7214, -1.4438, -5.0434], [-1.8237, 1.0678, 0.8777], [-4.2595, 0.5849, 0.7823], [-5.1773, -0.6154, -1.1712], [3.7494, -2.0188, 2.2030], [3.8176, -1.3346, 1.0596], [4.9566, -0.5585, 0.8172], [5.0909, 0.1513, -0.3607], [4.0991, 0.1003, -1.3359], [2.9574, -0.6527, -1.0905], [2.7824, -1.3514, 0.1152], [1.5071, -2.0874, 0.4201], [1.4631, -2.9207, 1.3171], [0.4658, -1.7271, -0.2732], [2.9265, -2.5658, 2.1638], [5.7373, -0.5537, 1.5670], [5.9937, 0.7224, -0.5371], [4.2351, 0.6000, -2.2867], [2.2517, -0.8066, -1.9185], [3.9763, 2.9668, 2.5436], [3.5988, 3.1890, 1.0940], [2.5726, 2.2259, 0.7200], [1.6972, 1.6576, 1.5803], [0.8672, 0.7278, 1.1319], [0.1239, 0.0070, 2.1768], [-0.4642, 0.9889, 3.1739], [0.6936, 1.6941, 3.8435], [1.7268, 2.0542, 2.8712], [2.7056, 3.0244, 3.3618], [4.6780, 3.7262, 2.8849], [4.4435, 1.9856, 2.6549], [4.4512, 3.0424, 0.4319], [3.2349, 4.2104, 0.9473], [2.6856, 1.7353, -0.1515], [0.7953, -0.6782, 2.7067], [-0.6276, -0.6140, 1.6981], [-1.0686, 0.4795, 3.9237], [-1.1016, 1.7141, 2.6600], [1.1438, 1.0432, 4.5976], [0.3708, 2.6081, 4.3469], [2.9003, 2.7887, 4.4086], [2.2730, 4.0305, 3.3253], [0.0894, 6.9912, -3.8023], [0.2052, 5.9491, -3.3359], [0.3454, 4.6455, -2.7466], [-0.1645, 4.3906, -1.4774], [-0.0283, 3.1219, -0.9580], [0.5831, 2.1334, -1.6244], [1.0866, 2.3833, -2.8398], [0.9856, 3.6246, -3.4365], [-0.6585, 5.1640, -0.9077], [-0.4077, 2.8675, 0.0219], [1.5627, 1.5512, -3.3386], [1.3936, 3.7862, -4.4234]], "lumo_ha": -0.1364, "total_charge": 1}

***

# 2
{"formula": "C19H35NO2P2Re", "method": "ωB97M-V/def2-TZVPD", "elements": ["P", "P", "C", "C", "H", "H", "H", "H", "C", "H", "H", "H", "C", "H", "H", "H", "C", "H", "H", "H", "C", "H", "H", "H", "Re", "C", "C", "C", "C", "C", "C", "C", "C", "C", "H", "H", "H", "H", "H", "H", "H", "H", "H", "H", "H", "H", "H", "H", "H", "O", "C", "C", "C", "C", "O", "N", "H", "H", "H", "H"], "xyz": [[1.6820, 0.4498, 1.7328], [0.2448, -0.8876, -1.8444], [-0.0579, 0.4012, 0.9163], [-0.5936, -0.4316, -0.2176], [-0.3312, 1.4571, 0.7871], [-0.6067, -0.0122, 1.7994], [-1.0466, -1.3877, 0.1155], [-1.3562, 0.1938, -0.6968], [-0.3691, 0.3882, -3.0127], [-0.0771, 0.0154, -4.0104], [0.0957, 1.3643, -2.7860], [-1.4736, 0.4343, -2.9069], [-0.5211, -2.4282, -2.2566], [-1.5306, -2.4425, -1.7963], [0.1192, -3.2314, -1.8540], [-0.5988, -2.4750, -3.3610], [1.8301, 2.1016, 2.4158], [2.8396, 2.1252, 2.8893], [1.0284, 2.2486, 3.1670], [1.7606, 2.8556, 1.5972], [1.5292, -0.6771, 3.1229], [1.3277, -1.6969, 2.7321], [0.6896, -0.2972, 3.7464], [2.5011, -0.6228, 3.6615], [1.7337, -0.0241, -0.4022], [-3.3188, -0.1560, 0.2900], [-3.2299, 0.9983, -0.4237], [-3.7515, 2.3049, 0.0872], [-3.3505, 2.6583, 1.5371], [-2.1281, 1.9622, 2.0728], [-2.1891, 0.8383, 2.8424], [-3.3970, -0.0567, 2.8990], [-4.1176, -0.3300, 1.5592], [3.8003, -0.2513, 0.3138], [-2.9783, -1.1160, -0.1158], [-3.0454, 0.9639, -1.5201], [-4.8569, 2.3408, 0.0085], [-3.4078, 3.1251, -0.5641], [-3.1117, 3.7480, 1.5980], [-4.2181, 2.4915, 2.2091], [-1.2033, 2.5342, 1.9294], [-1.4483, 0.6669, 3.6483], [-4.1396, 0.3315, 3.6269], [-3.1110, -1.0391, 3.3150], [-4.4253, -1.4041, 1.5396], [-5.0599, 0.2544, 1.5131], [4.2496, -1.2610, 0.1674], [4.0674, 0.0085, 1.3750], [4.4208, 0.4522, -0.2933], [2.4809, -3.2473, -1.4282], [2.8956, -2.3815, -2.1756], [4.0022, -2.5314, -3.2510], [4.3476, -1.1172, -3.6670], [3.4319, -0.2087, -2.8197], [3.4873, 0.9913, -2.5989], [2.5540, -1.0276, -2.1430], [4.8503, -3.0630, -2.7836], [3.5896, -3.0981, -4.1064], [5.3978, -0.8551, -3.4512], [4.0941, -0.9470, -4.7283]], "multiplicity": 4, "lumo_ha": [-0.2503, -0.3268], "s_squared": 3.77, "total_charge": 2}

***

# 3
{"formula": "C19H16FN2O6S2", "method": "ωB97M-V/def2-TZVPD", "elements": ["C", "N", "O", "O", "C", "C", "C", "C", "C", "C", "H", "H", "H", "H", "H", "H", "C", "C", "C", "C", "S", "N", "F", "S", "C", "C", "C", "C", "C", "C", "O", "O", "O", "O", "C", "C", "H", "H", "H", "H", "H", "H", "H", "H", "H", "H"], "xyz": [[0.6668, 1.3907, 0.6756], [0.6391, 1.5531, 2.1506], [-0.3096, 2.1884, 2.6346], [1.4642, 0.9189, 2.7996], [2.0539, 1.4522, 0.2539], [2.9407, 0.4035, 0.6431], [4.1907, 0.2365, 0.0500], [4.6410, 1.1243, -0.9297], [3.8077, 2.1714, -1.3048], [2.5627, 2.3403, -0.7015], [-0.0365, 1.9694, 0.1044], [2.5937, -0.3648, 1.3544], [4.8374, -0.5877, 0.3638], [5.6547, 1.0396, -1.3497], [4.1732, 2.8990, -2.0359], [1.8959, 3.1635, -1.0221], [0.8668, -0.3743, -4.4691], [-0.2793, -1.1752, -4.3742], [-0.5897, -1.8378, -3.1683], [0.2720, -1.7030, -2.0921], [-0.1178, -2.4805, -0.5061], [-1.4803, -1.5453, -0.0767], [-0.1175, 0.2434, 0.5396], [-1.9631, -2.0847, 1.4200], [-2.9292, -0.7173, 2.1416], [-2.3232, 0.1642, 3.0662], [-3.0495, 1.2524, 3.5250], [-4.3656, 1.4560, 3.1308], [-4.9539, 0.5606, 2.2420], [-4.2419, -0.5252, 1.7319], [-2.9439, -3.2146, 1.1921], [-0.8645, -2.2778, 2.4231], [-0.6271, -3.8430, -0.8382], [1.0647, -2.3952, 0.2522], [1.3716, -0.8640, -2.1540], [1.6763, -0.1830, -3.3433], [1.0902, 0.1948, -5.4097], [-0.9305, -1.2924, -5.2556], [-1.4510, -2.5068, -3.1190], [-1.3305, -0.1114, 3.4509], [-2.5423, 1.9197, 4.2220], [-4.8723, 2.3773, 3.4066], [-5.9659, 0.6962, 1.9288], [-4.7211, -1.3022, 1.1062], [1.9940, -0.7935, -1.2817], [2.5491, 0.4644, -3.3772]], "lumo_ha": 0.0755, "total_charge": -1}

***

# 4
{"formula": "H18O9", "method": "ωB97M-V/def2-TZVPD", "elements": ["O", "H", "H", "O", "H", "H", "O", "H", "H", "O", "H", "H", "O", "H", "H", "O", "H", "H", "O", "H", "H", "O", "H", "H", "O", "H", "H"], "xyz": [[8.1166, 14.9189, 8.0409], [9.0352, 15.0304, 8.2857], [8.0527, 14.0068, 7.7576], [7.8531, 11.8769, 9.1239], [7.7945, 10.9487, 8.8975], [8.5417, 11.9191, 9.7874], [6.1564, 12.9756, 6.6611], [5.3979, 13.5162, 6.4405], [5.9679, 12.6445, 7.5392], [6.9119, 9.6774, 10.6163], [6.5975, 9.7762, 11.5150], [6.1882, 9.2546, 10.1540], [8.7626, 14.5404, 10.9933], [8.0265, 14.3810, 10.4026], [9.4851, 14.7862, 10.4156], [7.3031, 9.2918, 6.0072], [6.6836, 9.1565, 5.2901], [6.7521, 9.4202, 6.7793], [10.7929, 14.2950, 8.9841], [10.7142, 13.3546, 8.8239], [11.7214, 14.4845, 8.8495], [5.9280, 13.2728, 10.6046], [6.1559, 13.2186, 11.5327], [6.7119, 12.9691, 10.1469], [5.6033, 9.5081, 8.0254], [5.2474, 8.6396, 8.2132], [5.0210, 10.1112, 8.4873]], "e_above_lowest_kj_mol": 62.85, "multiplicity": 2, "lumo_ha": [0.0830, 0.0793], "s_squared": 0.75, "total_charge": -1}

***

# 5
{"formula": "C30H28Cl2GeIN6OSeSn", "method": "ωB97M-V/def2-TZVPD", "elements": ["Sn", "N", "C", "O", "C", "I", "H", "H", "H", "H", "Cl", "C", "Cl", "H", "H", "Se", "N", "C", "C", "C", "C", "N", "C", "N", "H", "H", "H", "N", "C", "C", "C", "N", "H", "H", "H", "H", "C", "Ge", "C", "C", "C", "C", "C", "C", "C", "C", "C", "C", "C", "C", "C", "C", "C", "C", "C", "C", "H", "H", "H", "H", "H", "H", "H", "H", "H", "H", "H", "H", "H", "H", "H"], "xyz": [[-0.0169, -1.8124, 1.2685], [-3.9385, -0.3699, 1.3670], [-2.7228, -0.4855, 0.8537], [-2.2287, -1.6276, 0.6497], [-1.9773, 0.7495, 0.5348], [-0.7454, -0.5216, 3.7011], [-4.4372, -1.1952, 1.6584], [-4.3436, 0.5342, 1.5410], [-2.2125, 1.6343, 1.1186], [-0.8789, -0.1746, -0.9706], [2.6024, -2.8630, 3.0334], [3.0796, -1.1943, 3.4282], [3.0348, -0.1179, 2.0326], [4.0941, -1.2282, 3.8060], [2.3731, -0.8236, 4.1612], [0.1523, -6.3719, -0.4563], [-0.4021, -7.2180, 0.9940], [-0.6928, -6.2913, 1.8872], [-1.1875, -6.5170, 3.2055], [-1.4263, -5.4287, 3.9781], [-1.1780, -4.1128, 3.4780], [-0.7291, -3.8602, 2.2791], [-0.4811, -4.9362, 1.4621], [-0.0248, -4.7580, 0.2451], [-1.3513, -7.5274, 3.5542], [-1.7966, -5.5262, 4.9883], [-1.3564, -3.2534, 4.1146], [-1.4764, -2.9406, -1.9784], [-1.3720, -3.9319, -2.8833], [-0.0518, -3.9669, -3.2775], [0.5622, -2.9410, -2.5357], [-0.3068, -2.3268, -1.7506], [-2.2775, -2.6664, -1.4332], [-2.2253, -4.5147, -3.1862], [0.3924, -4.6103, -4.0163], [1.5929, -2.6241, -2.5470], [-1.0399, 0.7489, -0.4158], [0.1084, 2.2990, -0.8017], [-0.0390, 3.4974, 0.7165], [0.3585, 3.0647, 1.9828], [0.2423, 3.8990, 3.0840], [-0.2723, 5.1801, 2.9300], [-0.6694, 5.6230, 1.6766], [-0.5540, 4.7842, 0.5754], [1.9090, 1.5859, -0.9828], [2.1310, 0.4196, -1.7163], [3.4163, -0.0721, -1.8918], [4.4982, 0.5998, -1.3383], [4.2917, 1.7611, -0.6085], [3.0032, 2.2493, -0.4297], [-0.4967, 3.1166, -2.4547], [-1.8530, 3.2995, -2.7177], [-2.2709, 3.9276, -3.8821], [-1.3321, 4.3803, -4.7988], [0.0218, 4.2024, -4.5503], [0.4360, 3.5734, -3.3846], [0.7655, 2.0667, 2.1165], [0.5527, 3.5518, 4.0613], [-0.3609, 5.8340, 3.7878], [-1.0664, 6.6224, 1.5557], [-0.8620, 5.1390, -0.4021], [1.2959, -0.1056, -2.1680], [3.5810, -0.9704, -2.4742], [5.5017, 0.2204, -1.4802], [5.1335, 2.2885, -0.1790], [2.8523, 3.1574, 0.1437], [-2.5971, 2.9518, -2.0081], [-3.3270, 4.0649, -4.0750], [-1.6557, 4.8704, -5.7076], [0.7547, 4.5537, -5.2648], [1.4964, 3.4352, -3.2035]], "e_above_lowest_kj_mol": 0.00, "lumo_ha": -0.1519, "total_charge": 1}

***

# 6
{"formula": "C2H7BrNO", "method": "ωB97M-V/def2-TZVPD", "elements": ["C", "C", "N", "O", "Br", "H", "H", "H", "H", "H", "H", "H"], "xyz": [[-0.0630, -0.8438, -0.2491], [0.9276, 0.2896, -0.5362], [-1.2639, -0.1932, 0.5165], [0.4235, 1.5631, 0.2409], [2.7145, -0.3027, -0.0386], [-0.5990, -1.1226, -1.1095], [0.3914, -1.7681, 0.3212], [0.9138, 0.5156, -1.6025], [-1.2422, 0.7991, 0.2849], [-1.1463, -0.5678, 1.4948], [-2.0929, -0.6409, 0.1698], [1.0364, 2.2716, 0.5078]], "e_above_lowest_kj_mol": 81.46, "lumo_ha": -0.1441, "smiles": "[NH3+]C[C@@H](O)Br", "total_charge": 1}

***

# 7
{"formula": "C3H3BrO2", "method": "ωB97M-V/def2-TZVPD", "elements": ["C", "C", "C", "O", "O", "Br", "H", "H", "H"], "xyz": [[-2.1923, -0.9115, -0.1237], [-0.9062, -0.5608, -0.8331], [0.5143, 0.0411, 0.4526], [-2.8081, -1.5304, 0.6305], [-2.1200, 0.2331, -0.7486], [2.2537, -0.6004, -0.0881], [-0.6849, -0.8564, -1.8007], [0.2503, -0.2520, 1.4643], [0.2721, 1.0158, 0.0590]], "e_above_lowest_kj_mol": 392.00, "multiplicity": 3, "lumo_ha": [0.0235, -0.1148], "s_squared": 2.01, "total_charge": 0}

***

# 8
{"formula": "C2H4NO3", "method": "ωB97M-V/def2-TZVPD", "elements": ["C", "C", "N", "O", "O", "O", "H", "H", "H", "H"], "xyz": [[0.1426, 0.6080, 0.3774], [-0.9221, -1.0807, -0.8808], [1.4315, 1.0855, 0.8436], [2.3396, 1.6661, 0.3920], [1.1755, 0.3489, 1.8159], [0.2004, -0.3285, -0.5111], [-0.8057, 1.1453, 0.6280], [-0.7316, -1.1457, -1.9369], [-1.9205, -0.4370, -0.6693], [-0.9097, -1.8618, -0.0588]], "e_above_lowest_kj_mol": 289.43, "multiplicity": 3, "lumo_ha": [-0.2161, -0.3681], "s_squared": 2.01, "total_charge": 1}

***

Asked for calculated total energy across the records above, the calculation gives -2310.660237 -1710.341985 -2190.694410 -687.932268 -7474.363725 -2784.110228 -2840.318371 -358.443680 hartree in order.